1.
{"formula": "C4H5NOS", "method": "the ωB97M-V functional and the def2-TZVPD basis", "symbols": ["C", "C", "N", "C", "O", "C", "S", "H", "H", "H", "H", "H"], "coordinates": [[-1.925969, -1.429699, 0.617546], [-0.828761, -1.037329, -0.050057], [-0.044466, 0.121090, 0.305586], [-0.277369, 0.959787, 1.415574], [-1.260356, 0.907056, 2.139628], [1.045936, 0.544085, -0.482117], [1.584163, -0.052703, -1.914410], [-2.517676, -2.248299, 0.269075], [-2.253924, -0.850472, 1.509305], [-0.402298, -1.522848, -0.951398], [0.615160, 1.656820, 1.634982], [1.523226, 1.482894, -0.093189]], "forces_ev_per_a": [[0.80, 1.46, 0.45], [-0.18, 0.10, -0.06], [1.09, 0.60, -0.30], [-0.61, -0.07, 1.46], [1.69, 0.24, -1.20], [-0.18, 0.19, -0.49], [-0.47, 0.16, 1.10], [-0.01, -0.45, -0.13], [0.17, -0.73, -0.96], [-0.50, 0.35, 0.74], [-1.29, -0.78, -0.47], [-0.52, -1.06, -0.13]], "energy_ha": -683.5597, "charge": 0, "smiles": "C=CN(C=O)C=S", "homo_lumo_gap_ev": 8.87, "homo_energy_ev": -9.2391, "lumo_energy_ha": -0.01359}

---

2.
{"formula": "ClH2O2PS", "method": "the ωB97M-V functional and the def2-TZVPD basis", "symbols": ["O", "O", "P", "S", "Cl", "H", "H"], "coordinates": [[-3.317548, 0.700573, -0.726198], [-2.319156, -1.362884, 0.183017], [-2.862694, 0.151066, 0.538445], [1.541954, 0.806197, 0.152470], [-0.427688, 1.184306, -0.201514], [1.867255, 1.897698, -0.286634], [-1.571894, -1.816097, 0.700657]], "forces_ev_per_a": [[-0.49, 0.47, -0.57], [1.42, -0.58, 0.97], [0.23, -1.45, 0.62], [-1.21, -3.70, 1.51], [0.47, 0.19, -0.23], [1.41, 3.84, -1.50], [-1.84, 1.23, -0.80]], "energy_ha": -1351.4145, "charge": 0, "homo_lumo_gap_ev": 9.36, "homo_energy_ev": -9.9374, "lumo_energy_ha": -0.02138}

---

3.
{"formula": "C20H22Br2F6O18", "method": "the ωB97M-V functional and the def2-TZVPD basis", "symbols": ["O", "C", "O", "C", "C", "F", "O", "H", "H", "H", "O", "C", "O", "C", "C", "F", "O", "H", "H", "H", "O", "C", "O", "C", "C", "F", "O", "H", "H", "H", "O", "C", "O", "C", "C", "F", "O", "H", "H", "H", "O", "C", "O", "C", "C", "F", "O", "H", "H", "H", "O", "C", "O", "C", "C", "F", "O", "H", "H", "H", "Br", "C", "C", "Br", "H", "H", "H", "H"], "coordinates": [[0.274834, -0.262656, -6.046198], [-0.180052, -0.126520, -4.963219], [0.377773, -0.660823, -3.818734], [-0.464449, -0.420871, -2.716341], [-1.681861, 0.230919, -3.357587], [-1.790609, 1.574797, -2.889091], [-1.393417, 0.251917, -4.767402], [-0.751675, -1.304648, -2.143973], [0.065373, 0.222269, -2.016695], [-2.670309, -0.235535, -3.107131], [3.160641, 3.829426, -1.927219], [2.788735, 3.412408, -2.959298], [1.692452, 2.484925, -3.074368], [1.436136, 2.204615, -4.430538], [2.568396, 2.983918, -5.181416], [2.064050, 3.896529, -6.027473], [3.284516, 3.587768, -4.173275], [1.546536, 1.149674, -4.697360], [0.463048, 2.456513, -4.742266], [3.291075, 2.334310, -5.748698], [3.251300, -2.724821, -0.282713], [2.268159, -3.347283, -0.631421], [2.324764, -4.540758, -1.235067], [0.987144, -5.080458, -1.337636], [0.085609, -3.916096, -0.820624], [-0.500647, -4.376753, 0.297362], [0.954983, -2.830874, -0.567263], [0.680404, -5.315933, -2.347320], [0.900266, -5.915670, -0.705372], [-0.631976, -3.552253, -1.547752], [3.244534, 1.540832, 2.332420], [3.271222, 0.425394, 2.782237], [4.061469, -0.037306, 3.759722], [3.920449, -1.498873, 3.861473], [2.517341, -1.714281, 3.168837], [1.566640, -1.714860, 4.105956], [2.390046, -0.555566, 2.368307], [4.803579, -1.909746, 3.429662], [3.679835, -1.690525, 4.907559], [2.466271, -2.634840, 2.563894], [-2.337043, -2.149481, -1.408116], [-2.971912, -1.987182, -0.395514], [-2.647601, -2.358338, 0.809803], [-3.497122, -1.819947, 1.788437], [-4.475045, -1.034354, 0.965001], [-4.288873, 0.300641, 1.122066], [-4.239176, -1.401250, -0.337268], [-3.916197, -2.667494, 2.293228], [-2.882523, -1.171055, 2.473284], [-5.560773, -1.109794, 1.310139], [-1.260593, 0.121740, 1.738079], [-0.398882, 0.897555, 1.487282], [0.404727, 0.837472, 0.396422], [1.116024, 2.075138, 0.225877], [0.637849, 2.853112, 1.466101], [-0.259558, 3.826729, 1.115857], [-0.121239, 1.945847, 2.243321], [2.166171, 1.875804, 0.189285], [0.773810, 2.630821, -0.638120], [1.429936, 3.313063, 2.032537], [-3.986294, 0.431403, 4.721044], [-2.619453, 1.679153, 4.367794], [-3.144253, 3.063999, 4.422535], [-4.156565, 3.650266, 5.983201], [-2.233472, 1.475517, 3.379818], [-1.849426, 1.505033, 5.116585], [-3.709765, 3.240243, 3.570401], [-2.295365, 3.757076, 4.246926]], "forces_ev_per_a": [[1.14, 0.52, -0.65], [1.43, -3.44, 0.03], [0.42, 0.28, -1.17], [-0.25, 0.30, 0.45], [-0.90, 1.34, 0.87], [0.16, -1.31, -0.81], [-3.07, 1.43, 2.51], [0.39, -0.02, -0.71], [-0.29, 0.38, -0.03], [0.99, 0.36, -0.72], [0.25, 0.36, 0.22], [-2.39, -2.36, -0.19], [1.00, 1.19, 0.58], [2.35, -0.51, -0.76], [-0.28, -2.07, -0.42], [-0.16, 0.64, -0.27], [1.19, 1.30, 0.11], [0.46, 0.25, 0.66], [-1.21, 1.01, -0.22], [-0.86, 0.60, 0.40], [-2.11, -1.15, -0.38], [1.47, 2.20, 0.16], [-0.99, -0.14, 0.16], [-0.21, 2.25, -0.47], [1.05, -0.45, -1.25], [-0.60, 0.36, 0.85], [1.45, -1.78, 0.28], [0.59, -0.14, -0.37], [-0.09, -1.06, 0.78], [-0.39, -0.24, 0.32], [0.25, -1.22, 0.62], [-0.78, 0.36, -0.17], [0.02, -0.49, -0.47], [-2.48, 1.85, 0.40], [2.52, 0.17, -1.11], [-0.80, -0.04, 0.61], [0.26, -0.13, 0.22], [0.30, -0.75, -0.20], [0.90, -0.32, 0.02], [-0.23, 0.59, 0.07], [-1.22, -0.03, 1.01], [-0.82, 0.26, -0.65], [1.87, -0.67, -0.42], [0.83, 0.64, 1.01], [-2.70, 0.45, 1.76], [0.74, 0.98, -0.27], [0.81, -0.17, -1.00], [-0.48, -0.18, 0.51], [-0.89, -0.71, -0.71], [1.28, -0.74, -0.98], [-0.26, -0.70, 0.09], [0.46, -0.62, -1.27], [-0.68, -0.04, -0.06], [-1.12, 0.21, 1.12], [0.19, 0.25, -0.11], [0.07, 0.31, -0.32], [1.04, 0.93, 0.14], [0.48, 0.01, 0.11], [-0.07, -0.25, -0.37], [0.10, 0.00, 0.40], [-0.90, -1.12, 0.14], [0.65, 0.08, 0.84], [1.61, 1.30, 0.24], [0.44, -0.24, -0.35], [0.07, -0.02, -0.11], [0.05, -0.02, -0.10], [-1.72, 0.24, -1.27], [-0.31, -0.27, 0.70]], "energy_ha": -7876.9248, "charge": 0, "smiles": "O=C1OC[C@@H](F)O1.O=C1OC[C@@H](F)O1.O=C1OC[C@@H](F)O1.O=C1OC[C@@H](F)O1.O=C1OC[C@@H](F)O1.O=C1OC[C@@H](F)O1.BrCCBr", "homo_lumo_gap_ev": 10.28, "homo_energy_ev": -9.9557, "lumo_energy_ha": 0.01198}

---

4.
{"formula": "C8H8INO2", "method": "the ωB97M-V functional and the def2-TZVPD basis", "symbols": ["C", "O", "N", "O", "C", "I", "C", "C", "C", "C", "C", "C", "H", "H", "H", "H", "H", "H", "H", "H"], "coordinates": [[-2.470807, 3.381225, -0.033684], [-2.274759, 1.964163, -0.020822], [-0.939212, 1.412359, 0.057484], [-0.012129, 2.203747, 0.194043], [-0.891876, 0.104986, 0.007592], [-2.783648, -0.794308, -0.242005], [0.277697, -0.744749, 0.039952], [1.520271, -0.313075, -0.428160], [2.585392, -1.194544, -0.461612], [2.441579, -2.499618, -0.017335], [1.219354, -2.925763, 0.475661], [0.147950, -2.058697, 0.499074], [-3.411607, 3.553327, 0.479004], [-1.641545, 3.862029, 0.497348], [-2.502185, 3.739264, -1.066405], [1.640050, 0.699056, -0.780109], [3.535602, -0.862910, -0.851032], [3.273625, -3.187485, -0.055497], [1.089966, -3.937238, 0.830331], [-0.803715, -2.401776, 0.876168]], "forces_ev_per_a": [[1.45, -0.13, -0.05], [-0.21, -0.89, 0.04], [-0.24, 0.37, 0.05], [0.40, 0.30, -0.01], [-2.11, 0.65, -0.18], [0.18, -0.26, -0.01], [0.58, -0.07, 0.07], [-0.11, 0.03, 0.00], [0.09, -0.09, -0.01], [0.06, -0.01, 0.00], [0.04, 0.02, -0.03], [-0.07, 0.09, 0.07], [-0.01, -0.10, 0.02], [-0.23, 0.05, -0.09], [-0.05, -0.01, 0.14], [-0.01, 0.08, 0.01], [0.10, 0.06, -0.02], [0.09, 0.00, -0.01], [0.03, -0.08, 0.04], [-0.01, -0.01, -0.01]], "energy_ha": -812.4350, "charge": 0, "smiles": "CO/[N+]([O-])=C(\\I)c1ccccc1", "homo_lumo_gap_ev": [8.49, 8.49], "homo_energy_ev": [-8.2891, -8.2883], "lumo_energy_ha": [0.00746, 0.00747]}

---

Values for ΔE to the lowest compared entry with this formula, charge and spin, kJ/mol, ordered as above
126.7; 257.0; 0.0; 314.0
Values for F_max, eV Å⁻¹, ordered as above
2.1; 4.4; 4.2; 2.2